*1*
One molecule with the formula C4H7Cl. Source: the OMol25 dataset; level of theory: ωB97M-V with the def2-TZVPD basis set.

## Properties
Molecular weight = 90.55 Da
HOMO level = -9.399 eV
LUMO = 0.892 eV
Frontier orbital gap = 10.2913 eV
Total charge = 0
SMILES = C=C(Cl)CC

Positions of all 12 atoms, in Å:
Cl: -1.50 -1.65 0.02
C: -0.94 0.04 -0.02
C: 1.42 -0.79 -0.30
C: 0.44 0.10 0.42
C: -1.74 1.14 -0.16
H: 0.79 1.20 0.40
H: 1.46 -0.64 -1.39
H: -2.80 0.92 -0.11
H: 2.45 -0.44 0.08
H: 0.52 -0.14 1.50
H: 1.37 -1.92 0.00
H: -1.46 2.18 -0.43


*2*
C4H7Cl as an isolated structure. Source: the OMol25 dataset; level of theory: ωB97M-V with the def2-TZVPD basis set.

## Properties
Molecular weight = 90.55 Da
HOMO level = -9.639 eV
LUMO = 0.925 eV
Frontier orbital gap = 10.5644 eV
Total charge = 0

Positions of all 12 atoms, in Å:
Cl: -2.26 0.32 0.22
C: 0.43 0.26 -1.12
C: 0.00 -0.14 1.03
C: 0.24 -0.95 -0.17
C: -0.59 0.83 0.16
H: -0.54 -1.57 -0.77
H: 0.01 0.31 -2.03
H: -0.74 -0.26 1.83
H: 1.13 -0.11 1.28
H: 1.34 -1.44 -0.14
H: -0.53 1.81 0.37
H: 1.50 0.94 -0.67


Of them, *1* has the highest stability.


*1*
One molecule with the formula C4H7Cl. Source: the OMol25 dataset; level of theory: ωB97M-V with the def2-TZVPD basis set.

## Properties
Molecular weight = 90.55 Da
HOMO level = -10.179 eV
LUMO = 1.055 eV
Frontier orbital gap = 11.2342 eV
Total charge = 0
SMILES = ClCC1CC1

Positions of all 12 atoms, in Å:
Cl: 2.21 -0.58 0.10
C: -0.27 0.51 -0.16
C: 1.17 0.87 -0.12
C: -0.91 -0.32 0.77
C: -0.69 -0.90 -0.55
H: 1.43 1.49 0.86
H: -1.62 -1.19 -1.34
H: -0.68 1.48 -0.37
H: -1.99 -0.26 1.07
H: -0.24 -0.85 1.43
H: 0.18 -1.59 -0.61
H: 1.41 1.36 -1.08


*2*
A 2-piece molecular cluster, C4H7Cl overall. Source: the OMol25 dataset; level of theory: ωB97M-V with the def2-TZVPD basis set.

## Properties
Molecular weight = 90.55 Da
HOMO level = -9.026 eV
LUMO = -0.816 eV
Frontier orbital gap = 8.2097 eV
Total charge = 0

Positions of all 12 atoms, in Å:
Cl: 3.01 0.03 0.10
C: 2.00 -1.29 -0.09
C: -1.58 -0.90 0.24
C: -0.58 -0.06 0.11
C: -0.38 1.42 -0.03
H: -0.77 1.85 -0.98
H: 2.07 -1.59 -1.15
H: -2.65 -0.76 0.28
H: 0.65 1.82 0.18
H: -1.22 -1.96 0.43
H: -0.87 1.90 0.72
H: 0.32 -0.47 0.18


Of them, *1* has the highest stability.


*1*
One molecule with the formula C4H3N3. Source: the OMol25 dataset; level of theory: ωB97M-V with the def2-TZVPD basis set.

## Properties
Molecular weight = 93.09 Da
HOMO level = -8.720 eV
LUMO = -1.114 eV
Frontier orbital gap = 7.6059 eV
Total charge = 0

Positions of all 10 atoms, in Å:
N: -2.32 -0.66 0.17
N: -1.14 -1.23 0.06
N: -2.18 0.60 0.45
C: 1.04 -0.04 -0.06
C: 2.01 0.71 -0.46
C: -0.17 -0.30 0.42
C: -0.86 0.98 0.68
H: -1.09 -2.24 -0.01
H: 3.06 0.67 -0.18
H: 1.65 1.53 -1.08


*2*
One molecule with the formula C4H3N3. Source: the OMol25 dataset; level of theory: ωB97M-V with the def2-TZVPD basis set.

## Properties
Molecular weight = 93.09 Da
HOMO level = -10.969 eV
LUMO = -1.443 eV
Frontier orbital gap = 9.5259 eV
Total charge = 0
SMILES = C/C(C#N)=N\C#N

Positions of all 10 atoms, in Å:
N: -0.13 -1.48 2.92
N: -0.25 -1.29 0.48
N: -0.18 -0.41 -2.94
C: -0.21 -0.57 -1.79
C: -0.13 -0.34 -0.38
C: 0.23 1.13 -0.06
C: -0.17 -1.22 1.79
H: -0.70 1.62 -0.35
H: 0.46 1.30 0.97
H: 1.09 1.26 -0.65


Of them, *2* has the highest stability.


*1*
One molecule with the formula C4H3N3. Source: the OMol25 dataset; level of theory: ωB97M-V with the def2-TZVPD basis set.

## Properties
Molecular weight = 93.09 Da
HOMO level (alpha / beta) = -9.172 / -8.705 eV
LUMO (alpha / beta) = -0.066 / -1.373 eV
Frontier orbital gap (alpha / beta) = 9.1066 / 7.3317 eV
Total charge = 0

Positions of all 10 atoms, in Å:
N: -2.31 -0.68 0.02
N: -2.01 0.62 0.01
N: -0.77 0.88 0.03
C: -1.15 -1.27 -0.04
C: -0.06 -0.29 -0.04
C: 1.33 -0.16 -0.08
C: 2.44 -0.84 0.03
H: 1.71 0.96 -0.08
H: -2.62 1.40 -0.17
H: 3.44 -0.62 0.33


*2*
One molecule with the formula C4H3N3. Source: the OMol25 dataset; level of theory: ωB97M-V with the def2-TZVPD basis set.

## Properties
Molecular weight = 93.09 Da
HOMO level = -10.595 eV
LUMO = 0.385 eV
Frontier orbital gap = 10.9798 eV
Total charge = 0
SMILES = [H]/N=C\C(C#N)C#N

Positions of all 10 atoms, in Å:
N: 1.87 -1.76 1.00
N: 0.16 1.80 -0.80
N: -1.14 -1.64 -1.62
C: -0.09 1.21 0.22
C: 1.00 -1.05 0.77
C: -0.70 -1.16 -0.67
C: -0.26 -0.35 0.46
H: 0.32 1.44 -1.70
H: -0.24 2.02 0.97
H: -0.92 -0.53 1.38


*3*
One molecule with the formula C4H3N3. Source: the OMol25 dataset; level of theory: ωB97M-V with the def2-TZVPD basis set.

## Properties
Molecular weight = 93.09 Da
HOMO level = -9.735 eV
LUMO = -0.739 eV
Frontier orbital gap = 8.9958 eV
Total charge = 0
SMILES = N#CC(C#N)=CN

Positions of all 10 atoms, in Å:
N: -1.47 2.62 0.17
N: 1.91 -0.08 0.33
N: -2.73 -1.42 0.29
C: -1.76 -0.73 -0.10
C: 0.55 -0.49 -0.14
C: -0.68 0.06 -0.18
C: -1.00 1.45 -0.05
H: 2.76 -0.79 0.22
H: 0.44 -1.53 -0.25
H: 1.98 0.91 -0.30


*4*
One molecule with the formula C4H3N3. Source: the OMol25 dataset; level of theory: ωB97M-V with the def2-TZVPD basis set.

## Properties
Molecular weight = 93.09 Da
HOMO level = -10.720 eV
LUMO = -1.231 eV
Frontier orbital gap = 9.4887 eV
Total charge = 0
SMILES = [H]/N=C1\CN=C1C#N

Positions of all 10 atoms, in Å:
N: 3.50 2.09 -2.21
N: 1.51 0.24 1.04
N: 0.00 1.21 -1.70
C: 1.06 0.33 -0.11
C: 2.47 1.76 -1.77
C: 1.33 1.19 -1.29
C: -0.29 0.04 -0.75
H: 0.98 -0.33 1.63
H: -0.16 -0.80 -1.42
H: -1.09 0.09 -0.12


Of them, *2* has the highest stability.


*1*
One molecule with the formula C18H20N2O3S. Source: the OMol25 dataset; level of theory: ωB97M-V with the def2-TZVPD basis set.

## Properties
Molecular weight = 344.44 Da
HOMO level = -8.319 eV
LUMO = 0.700 eV
Frontier orbital gap = 9.0188 eV
Total charge = 0
SMILES = Cc1ccc2c(c1)N(CCC(=O)NCc1cccs1)C(=O)[C@@H](C)O2

Positions of all 44 atoms, in Å:
S: -4.30 -1.21 -0.48
O: -0.97 0.46 -2.74
O: 1.51 -0.86 2.06
O: 2.24 -3.30 -0.33
N: 1.81 -1.11 -0.69
N: -1.30 -0.54 -0.75
C: 3.88 -1.36 1.69
C: 2.42 -1.82 1.55
C: 1.03 1.45 1.83
C: 0.86 2.58 1.05
C: 1.07 2.52 -0.32
C: 1.56 -1.39 -2.10
C: -2.12 0.51 -0.20
C: -3.38 -0.02 0.38
C: 0.08 -1.67 -2.37
C: 1.56 0.16 -0.13
C: -5.48 -1.26 0.78
C: -3.98 0.30 1.56
C: -5.18 -0.40 1.79
C: 1.38 0.24 1.26
C: 2.14 -2.17 0.10
C: -0.78 -0.48 -2.00
C: 0.90 3.72 -1.20
C: 1.43 1.31 -0.90
H: 2.15 -2.27 -2.35
H: 1.57 1.28 -1.96
H: -2.32 1.20 -1.03
H: 2.26 -2.72 2.16
H: 0.48 4.56 -0.64
H: 4.54 -2.15 1.34
H: -6.32 -1.92 0.68
H: -0.04 -1.86 -3.44
H: 1.91 -0.55 -2.70
H: -3.57 1.02 2.25
H: -5.79 -0.28 2.66
H: 0.87 1.48 2.90
H: 4.05 -0.47 1.09
H: 1.86 4.03 -1.61
H: -1.56 1.05 0.58
H: 0.23 3.48 -2.02
H: 4.10 -1.14 2.73
H: 0.57 3.51 1.51
H: -0.22 -2.56 -1.82
H: -1.11 -1.34 -0.16


*2*
C18H20N2O3S as an isolated structure. Source: the OMol25 dataset; level of theory: ωB97M-V with the def2-TZVPD basis set.

## Properties
Molecular weight = 344.44 Da
HOMO level = -8.887 eV
LUMO = -1.586 eV
Frontier orbital gap = 7.3007 eV
Total charge = 0

Positions of all 44 atoms, in Å:
S: -6.12 -1.22 -0.11
O: 2.03 1.51 -2.64
O: 1.26 -1.20 2.15
O: 5.24 -1.92 -5.08
N: -5.46 -1.56 1.33
N: -5.22 0.04 -0.64
C: -2.51 1.33 1.55
C: -1.40 2.39 1.54
C: 5.01 -0.22 -3.47
C: -3.33 1.24 0.47
C: -0.02 1.69 1.82
C: 0.07 -0.31 0.12
C: 0.57 -1.71 3.30
C: 3.07 -1.05 -4.87
C: 4.51 -1.13 -4.53
C: 0.64 1.07 0.57
C: -3.65 -0.56 2.65
C: -4.37 0.25 0.37
C: -4.48 -0.65 1.49
C: -2.69 0.40 2.66
C: 2.26 -0.19 -4.26
C: 4.20 0.64 -2.86
C: 0.58 -1.54 0.95
C: 2.76 0.72 -3.20
H: -1.03 -0.35 0.08
H: 0.18 -2.73 3.15
H: 1.24 -1.64 4.17
H: -0.29 -2.20 1.12
H: -0.08 0.98 2.66
H: -1.36 2.85 0.54
H: 4.55 1.31 -2.08
H: 0.62 1.73 -0.32
H: -0.29 -1.04 3.49
H: 2.72 -1.72 -5.65
H: 1.26 -2.12 0.30
H: 1.21 -0.11 -4.50
H: 6.06 -0.30 -3.23
H: 0.42 -0.46 -0.92
H: 0.65 2.50 2.16
H: -3.74 -1.24 3.50
H: -2.00 0.51 3.50
H: -1.57 3.16 2.31
H: 1.70 0.91 0.80
H: -3.19 1.95 -0.36


Of them, *1* has the highest stability.